## P
{"formula": "C3H9NO2S", "method": "ωB97M-V/def2-TZVPD", "homo_ev": -0.211, "total_charge": -2, "elements": ["C", "O", "C", "C", "S", "N", "H", "H", "H", "H", "H", "H", "H", "H", "H", "O"], "coordinates": [[-0.135, -0.186, 0.633], [0.278, -1.133, 1.594], [0.269, -0.704, -0.738], [0.474, 0.544, -1.607], [-0.821, 1.842, -1.880], [-0.924, -1.484, -1.240], [0.464, 0.700, 0.837], [-1.200, 0.017, 0.668], [1.154, -1.351, -0.356], [1.465, 0.914, -1.051], [0.953, 0.209, -2.614], [-1.044, -1.544, -2.350], [-1.688, -1.094, -0.696], [0.951, -0.891, 2.233], [0.865, -0.647, 3.765], [1.477, -0.532, 4.481]], "mulliken_charge": [-0.758, -0.573, 0.199, -0.839, -0.671, -0.639, 0.365, 0.310, 0.216, 0.248, 0.294, 0.262, 0.245, 0.209, 0.319, -1.187]}

***

## Q
{"formula": "C3H9NO2S", "method": "ωB97M-V/def2-TZVPD", "homo_ev": 0.210, "total_charge": -2, "elements": ["C", "C", "S", "N", "C", "O", "H", "H", "H", "H", "H", "H", "H", "H", "H", "O"], "coordinates": [[0.367, -1.273, 0.421], [0.505, -2.726, -0.028], [0.966, -3.842, 1.385], [0.030, -0.373, -0.688], [-0.495, 1.028, -0.303], [0.432, 2.000, -0.285], [-0.427, -1.246, 1.171], [1.304, -1.019, 0.943], [1.246, -2.830, -0.825], [-0.478, -3.047, -0.386], [0.879, -0.181, -1.217], [-1.012, 0.887, 0.672], [-1.250, 1.109, -1.108], [-0.220, 3.184, -0.228], [-1.031, 4.214, 0.705], [-0.814, 4.116, -0.226]], "mulliken_charge": [-0.440, -0.668, -0.814, -0.401, -0.201, -0.815, 0.309, 0.189, 0.222, 0.227, 0.216, 0.135, 0.220, 0.404, 0.232, -0.815]}

***

Stability, highest: Q